No. 1
{
  "formula": "C3H6NO2S",
  "method": "ωB97M-V/def2-TZVPD",
  "largest_force_ev_per_a": 4.47,
  "total_charge": -1,
  "gap_ev": 7.4,
  "e_above_lowest_kj_mol": 80.3,
  "energy_ha": -721.3780,
  "lumo_ev": 3.9452,
  "smiles": "CN(C[S-])C(=O)O",
  "homo_energy_ev": -3.476,
  "elements": ["C", "C", "C", "N", "O", "O", "S", "H", "H", "H", "H", "H", "H"],
  "coordinates": [[0.31256, -1.39926, 0.12444], [-1.61868, 0.15709, 0.08322], [0.69709, 1.11636, -0.31944], [-0.18784, -0.10771, 0.04355], [1.56322, -1.59206, -0.19086], [-0.46488, -2.22418, 0.58620], [2.29227, 1.05702, 0.49414], [-1.68813, 0.25987, 1.17954], [-1.61856, 1.05901, -0.61840], [-2.19613, -0.71511, -0.24241], [0.72095, 1.14086, -1.34995], [0.18125, 1.97157, 0.21187], [2.00690, -0.72346, -0.00190]],
  "forces_ev_per_angstrom": [[-2.4782, 1.7160, 1.2856], [2.0064, 0.2552, 0.0833], [-1.5540, -0.9765, 4.0801], [2.5828, 0.3564, -1.7726], [-0.0660, -1.4222, -0.3270], [0.2698, -1.3723, -0.4937], [0.6679, 0.4170, -0.1013], [-1.5750, 0.8881, -0.4466], [-1.3150, -0.9320, 1.4139], [0.0787, 0.3817, -0.1279], [0.1162, 0.6221, -2.3271], [0.1933, -0.7453, -1.2757], [1.0732, 0.8117, 0.0090]]
}

=====

No. 2
{
  "formula": "C3H6NO2S",
  "method": "ωB97M-V/def2-TZVPD",
  "largest_force_ev_per_a": 2.50,
  "total_charge": -1,
  "gap_ev": 7.4,
  "e_above_lowest_kj_mol": 304.9,
  "energy_ha": -721.2925,
  "lumo_ev": 3.8304,
  "smiles": "C=[S@@](=O)([O-])/N=C/C",
  "homo_energy_ev": -3.615,
  "elements": ["C", "C", "C", "N", "O", "O", "S", "H", "H", "H", "H", "H", "H"],
  "coordinates": [[1.93507, 1.71520, -0.35270], [-0.78031, -0.56237, 0.21083], [-2.25645, -0.82396, 0.04700], [0.07159, -0.79625, -0.66033], [2.86833, -0.71806, -0.65192], [1.74763, -0.13940, 1.46199], [1.84533, 0.06212, 0.02064], [1.86813, 1.81407, -1.43301], [1.08933, 2.19401, 0.13211], [-0.52231, -0.12005, 1.18984], [-2.78463, 0.13174, 0.03947], [-2.63180, -1.41267, 0.88451], [-2.44993, -1.34437, -0.88843]],
  "forces_ev_per_angstrom": [[-0.5804, -1.1728, -0.1163], [-0.8119, 0.2508, 0.9695], [0.1696, -0.1541, -0.1939], [2.3338, 0.8856, -0.1061], [-0.6002, 0.0012, -0.2783], [-0.4064, 0.0176, -0.2185], [-0.0908, -0.0914, 0.0143], [0.1610, 0.0787, -0.1766], [-0.0539, 0.2101, 0.1926], [0.0909, 0.0223, -0.1200], [-0.0735, 0.0234, 0.0368], [-0.0853, -0.0283, 0.0498], [-0.0528, -0.0430, -0.0532]]
}

=====

No. 3
{
  "formula": "C3H6NO3",
  "method": "ωB97M-V/def2-TZVPD",
  "largest_force_ev_per_a": 4.70,
  "total_charge": -1,
  "gap_ev": [6.6, 7.0],
  "e_above_lowest_kj_mol": 836.2,
  "energy_ha": -398.1756,
  "lumo_ev": [4.0262, 3.9475],
  "homo_energy_ev": [-2.603, -3.064],
  "elements": ["C", "C", "C", "N", "O", "O", "O", "H", "H", "H", "H", "H", "H"],
  "coordinates": [[0.40303, -1.26990, 0.22068], [1.57219, 0.62992, 0.23865], [-1.00117, -0.54547, -0.26521], [-0.93841, 0.69789, 0.47740], [-1.10914, 1.90992, -0.20760], [1.45305, -0.58615, -0.31428], [-1.95146, -1.28539, 0.10097], [0.13623, -1.16549, 1.35675], [0.24068, -2.23395, -0.15682], [1.76280, 1.58626, -0.29075], [1.12848, 0.71486, 1.25985], [-1.00114, -0.18302, -1.27991], [-0.69516, 1.73053, -1.13974]],
  "forces_ev_per_angstrom": [[-4.1482, 1.7856, 1.2945], [-0.4369, 1.1975, 1.9993], [1.9911, 0.4123, 0.8992], [-0.0518, 1.8496, 1.7579], [1.1061, -1.3172, -2.3283], [1.9328, 0.6591, -0.6193], [-2.5729, -1.7610, 0.4828], [1.4554, -0.4430, -1.7259], [0.6107, -1.4906, -0.3859], [0.0117, -1.2893, -0.2631], [0.7509, 0.0457, -0.9053], [0.5622, -0.0949, -2.0483], [-1.2109, 0.4463, 1.8423]]
}

=====

No. 4
{
  "formula": "C3H6NO3S2",
  "method": "ωB97M-V/def2-TZVPD",
  "largest_force_ev_per_a": 5.26,
  "total_charge": -1,
  "gap_ev": 8.5,
  "e_above_lowest_kj_mol": 199.0,
  "energy_ha": -1194.7376,
  "lumo_ev": 3.4452,
  "smiles": "CSC(=O)O[S@@](C)(#N)[O-]",
  "homo_energy_ev": -5.014,
  "elements": ["C", "C", "C", "N", "O", "O", "O", "S", "S", "H", "H", "H", "H", "H", "H"],
  "coordinates": [[-1.00216, -0.21744, -1.52639], [-1.81203, -1.80971, 0.67213], [1.23282, 2.06493, -0.39711], [-0.64233, 1.05761, 1.28511], [-1.29102, 0.66351, -2.34058], [1.75735, 0.04153, 1.07587], [0.13360, -0.44006, -0.95491], [-2.47952, -1.22815, -0.94024], [0.58173, 0.75894, 0.60212], [-1.39399, -1.04259, 1.18230], [-1.02931, -2.43237, 0.50090], [-2.75145, -2.10392, 1.19646], [0.43948, 2.73688, -0.88546], [1.90413, 2.61541, 0.12267], [1.81501, 1.74154, -1.32068]],
  "forces_ev_per_angstrom": [[-1.2923, 1.3043, -0.2598], [-4.0381, 0.1730, -1.4019], [-1.8129, -0.3305, -4.9293], [-0.1100, 0.1605, 0.1140], [0.7008, -1.2637, 0.6887], [-0.2578, -0.0652, -0.5304], [-0.2866, -0.3283, -0.2342], [1.4255, 0.4238, 0.1112], [0.2372, 0.3068, 0.6633], [0.8000, 2.7984, 1.5090], [1.6631, -2.7919, -0.3225], [1.1185, -0.5689, -0.1584], [0.7642, -1.1589, 1.2783], [1.8221, 1.7200, 2.1602], [-0.7337, -0.3794, 1.3117]]
}

=====

No. 5
{
  "formula": "C3H6NO5S",
  "method": "ωB97M-V/def2-TZVPD",
  "largest_force_ev_per_a": 2.91,
  "total_charge": 1,
  "gap_ev": 8.6,
  "e_above_lowest_kj_mol": 0.0,
  "energy_ha": -946.6213,
  "lumo_ev": -6.6573,
  "homo_energy_ev": -15.224,
  "elements": ["C", "C", "C", "N", "O", "O", "O", "O", "O", "S", "H", "H", "H", "H", "H", "H"],
  "coordinates": [[1.02856, -0.40219, -0.37964], [2.82494, -1.36256, 0.72652], [-2.02611, 1.91383, -0.69652], [-0.77671, -0.74165, -0.56936], [1.29222, 0.63549, -0.83188], [-1.12362, -1.86742, -0.55749], [-0.89251, 0.52529, 1.33435], [-3.11855, -0.22063, 0.50828], [1.45297, -1.39223, 0.23362], [-1.89923, 0.45545, 0.31312], [3.32934, -0.44539, 0.42217], [3.33176, -2.23780, 0.32136], [2.77193, -1.42717, 1.81322], [-1.03125, 2.31109, -0.86148], [-2.51810, 1.63213, -1.62141], [-2.64565, 2.62376, -0.15485]],
  "forces_ev_per_angstrom": [[-1.2338, 1.5033, -0.8282], [1.1746, -0.1218, 0.4821], [0.0921, -0.4307, 0.1064], [1.0224, -2.7254, 0.1120], [0.3568, -0.0860, 0.0494], [0.0738, 1.4901, -0.3549], [-0.2832, 0.6075, -0.0540], [-0.4113, 0.0174, -0.3136], [-0.4584, -0.8156, 0.1609], [0.2184, 0.6231, 0.7897], [-0.2109, -0.0710, -0.0710], [-0.2063, 0.1190, -0.0232], [-0.1406, 0.0082, -0.1845], [0.1660, -0.0244, 0.0314], [-0.0814, -0.0908, -0.1086], [-0.0782, -0.0029, 0.2059]]
}

=====

No. 6
{
  "formula": "C3H6NOP",
  "method": "ωB97M-V/def2-TZVPD",
  "largest_force_ev_per_a": 3.37,
  "gap_ev": [8.8, 7.6],
  "e_above_lowest_kj_mol": 430.2,
  "energy_ha": -589.0823,
  "lumo_ev": [0.3056, 0.0290],
  "homo_energy_ev": [-8.462, -7.553],
  "elements": ["C", "C", "C", "N", "O", "P", "H", "H", "H", "H", "H", "H"],
  "coordinates": [[-0.31824, -1.40891, 0.09711], [0.74789, -0.86048, -0.77650], [0.00688, 1.19845, -0.26699], [-1.19691, -0.69101, 0.59155], [1.10298, 0.39946, -0.19386], [-0.42285, 2.06204, 1.24724], [-0.33252, -2.45678, 0.25653], [1.64811, -1.65836, -1.03202], [0.20117, -0.61540, -1.72605], [-0.49567, 1.11277, -1.22268], [-0.55291, 3.33281, 0.71156], [0.94012, 2.19334, 1.66204]],
  "forces_ev_per_angstrom": [[-0.9975, 0.0902, 0.7482], [1.9530, -0.7978, -2.0678], [-0.0126, -2.4776, 1.0535], [0.4126, 1.2463, -0.6455], [0.0728, -0.1212, -0.6939], [0.1713, -0.1238, 0.5198], [0.1064, -1.3577, 0.1679], [-1.9719, 2.5514, 0.9705], [0.7917, -0.4978, 0.2887], [-0.3788, 0.5543, 0.0682], [0.1634, 0.7858, -0.2676], [-0.3103, 0.1478, -0.1421]]
}

=====

No. 7
{
  "formula": "C3H6NOS",
  "method": "ωB97M-V/def2-TZVPD",
  "largest_force_ev_per_a": 0.65,
  "total_charge": -1,
  "gap_ev": 6.8,
  "e_above_lowest_kj_mol": 37.9,
  "energy_ha": -646.1513,
  "lumo_ev": 3.9309,
  "smiles": "O=CNCC[S-]",
  "homo_energy_ev": -2.871,
  "elements": ["O", "C", "N", "C", "C", "S", "H", "H", "H", "H", "H", "H"],
  "coordinates": [[1.73780, -2.10017, -0.44855], [1.50030, -1.29754, 0.44417], [0.48297, -0.44761, 0.52373], [-0.57594, -0.20976, -0.45290], [-0.93823, 1.27422, -0.39462], [-1.29148, 1.88496, 1.26945], [2.17376, -1.19888, 1.31070], [0.44372, 0.21773, 1.30262], [-0.18352, -0.48354, -1.44149], [-1.41116, -0.86223, -0.20465], [-0.11507, 1.77753, -0.89565], [-1.82312, 1.44530, -1.01281]],
  "forces_ev_per_angstrom": [[-0.0629, -0.1930, -0.1759], [-0.0059, 0.1402, -0.1026], [-0.0119, 0.3705, 0.1669], [0.5989, -0.2516, 0.0735], [-0.4458, -0.3237, -0.2721], [0.1684, 0.1082, 0.2520], [0.0873, -0.0230, 0.1312], [-0.1646, -0.1407, -0.0974], [-0.1470, -0.0327, 0.1361], [-0.2773, 0.0605, -0.0600], [0.2307, 0.4342, 0.0961], [0.0302, -0.1489, -0.1479]]
}

=====

No. 8
{
  "formula": "C3H6NOS",
  "method": "ωB97M-V/def2-TZVPD",
  "largest_force_ev_per_a": 5.60,
  "total_charge": -1,
  "gap_ev": 7.7,
  "e_above_lowest_kj_mol": 520.6,
  "energy_ha": -645.9675,
  "lumo_ev": 3.8239,
  "homo_energy_ev": -3.839,
  "elements": ["C", "C", "C", "N", "O", "S", "H", "H", "H", "H", "H", "H"],
  "coordinates": [[0.62808, 1.37386, -1.95521], [-0.12477, 0.38907, -1.54824], [-0.50222, 0.43302, 0.29527], [-0.71890, -0.65515, 0.92980], [-1.06779, -0.50506, 2.23191], [-0.75948, -3.26526, 3.06168], [0.88549, 1.39926, -2.96199], [1.17458, 2.04601, -1.34396], [-0.68151, -0.42580, -2.16531], [-0.45165, 1.49672, 0.45057], [-0.97705, -1.90265, 2.61469], [-0.20456, -3.22062, 4.20207]],
  "forces_ev_per_angstrom": [[0.1827, -0.6288, -0.3349], [-2.6426, -2.0248, 4.5014], [0.9243, -1.4470, -5.0534], [-0.3501, 1.7565, 0.2825], [0.3823, -0.7946, -0.7294], [-1.1363, -1.6174, -2.2302], [0.4041, 0.3642, -1.9324], [0.0597, 0.5490, 0.8780], [1.3146, 1.6764, 1.0112], [-0.2701, 0.1669, 1.1620], [0.1942, 1.3382, 0.4985], [0.9372, 0.6615, 1.9467]]
}

=====

No. 9
{
  "formula": "C3H6NOS2",
  "method": "ωB97M-V/def2-TZVPD",
  "largest_force_ev_per_a": 4.43,
  "total_charge": -1,
  "gap_ev": 6.9,
  "e_above_lowest_kj_mol": 174.6,
  "energy_ha": -1044.1906,
  "lumo_ev": 3.4907,
  "homo_energy_ev": -3.427,
  "elements": ["C", "C", "C", "N", "O", "S", "S", "H", "H", "H", "H", "H", "H"],
  "coordinates": [[0.42604, -0.58855, -0.67445], [0.96117, 0.33468, 0.34675], [-0.83770, -0.43886, 0.14504], [-0.11111, 0.08153, 1.26458], [-0.68573, 1.16890, 1.85070], [-2.00323, 1.32428, -0.84945], [-2.08749, -1.65179, 0.43539], [0.30339, -0.19770, -1.71490], [0.95570, -1.47094, -0.83860], [2.02456, 0.23929, 0.75539], [0.90380, 1.34325, -0.01534], [-1.21268, 1.51920, 1.04504], [-2.94622, -0.54718, 0.21372]],
  "forces_ev_per_angstrom": [[-0.9787, 0.9589, -1.9899], [3.8738, 2.0072, 0.7699], [-1.6313, 0.9971, -1.1998], [0.0167, -1.3998, -0.4036], [-0.6438, 0.8766, -0.0335], [1.4018, -1.9449, 1.2832], [-1.2739, 1.0159, -0.2908], [0.0455, 0.1168, 0.9952], [0.4477, -2.1067, 0.5558], [-1.2494, -0.3179, -0.3473], [-0.1494, 0.8021, -0.2210], [0.0112, 0.3915, 0.6691], [0.1298, -1.3968, 0.2127]]
}

=====

No. 10
{
  "formula": "C3H6NOS4",
  "method": "ωB97M-V/def2-TZVPD",
  "largest_force_ev_per_a": 3.63,
  "total_charge": -1,
  "gap_ev": [6.7, 5.3],
  "e_above_lowest_kj_mol": 0.0,
  "energy_ha": -1840.5746,
  "lumo_ev": [2.9176, 2.9244],
  "smiles": "[O-]N[C@@H](C(=S)S)C(S)S",
  "homo_energy_ev": [-3.777, -2.352],
  "elements": ["C", "C", "C", "N", "O", "S", "S", "S", "S", "H", "H", "H", "H", "H", "H"],
  "coordinates": [[1.56659, -0.41364, -0.01179], [0.27650, 0.23584, -0.36916], [-0.97231, -0.49666, 0.22246], [0.40484, 1.66246, 0.09410], [0.46274, 2.47187, -0.87877], [2.88441, -0.35994, -1.01956], [1.91872, -0.69488, 1.74378], [-2.51984, 0.55230, -0.17013], [-1.20654, -2.05992, -0.71772], [0.12062, 0.18066, -1.40207], [-1.02779, -0.68629, 1.25863], [1.18570, 1.81058, 0.85045], [1.38801, -1.83026, 1.92977], [-1.94453, 1.50802, -0.94384], [-2.53712, -1.88016, -0.58616]],
  "forces_ev_per_angstrom": [[0.1565, -0.2273, 0.5163], [-0.1025, -1.2860, 3.3978], [-0.6887, 1.4768, -2.4123], [1.0047, -0.4995, 0.8870], [0.0230, 1.1560, -0.3903], [0.4149, -0.0266, -0.7298], [0.7090, 2.2974, -0.3938], [0.7168, 0.0806, 0.3160], [-0.1504, 0.1660, 0.5045], [0.0587, 0.5980, -1.5843], [0.3845, -0.0082, 1.1181], [-1.6206, -0.5914, -1.4883], [-1.1436, -2.1957, 0.2560], [0.0345, -0.3567, 0.2919], [0.2031, -0.5833, -0.2887]]
}